{
  "formula": "C46H40Cl5KN11OSbTe",
  "method": "ωB97M-V/def2-TZVPD",
  "orbital_gap_ev": 7.17,
  "total_energy_ev": -159556.91913,
  "max_force_ev_per_a": 1.3,
  "relative_energy_kcal_mol": 5.6,
  "elements": ["K", "C", "C", "C", "C", "C", "C", "N", "Sb", "C", "C", "C", "C", "C", "C", "N", "C", "C", "C", "C", "C", "C", "N", "H", "H", "H", "H", "H", "H", "H", "H", "H", "H", "H", "H", "H", "H", "H", "H", "H", "H", "C", "N", "C", "N", "C", "N", "C", "C", "C", "C", "C", "C", "C", "N", "N", "C", "O", "C", "C", "C", "C", "C", "C", "N", "C", "N", "C", "N", "C", "H", "H", "H", "H", "H", "H", "H", "H", "H", "H", "H", "H", "H", "H", "H", "H", "Cl", "C", "C", "C", "Cl", "C", "Cl", "C", "Cl", "C", "Cl", "C", "Te", "C", "H", "H", "H", "H", "H", "H"],
  "xyz": [[0.78581, 0.80401, -1.86373], [0.92879, -0.43516, -5.39824], [0.17340, 0.85257, -5.41042], [-0.31818, 1.33349, -6.62604], [-1.00077, 2.53124, -6.66251], [-1.17018, 3.22783, -5.47847], [-0.66175, 2.68679, -4.30415], [-0.01212, 1.52349, -4.25967], [-0.92141, 3.99222, -2.59128], [-2.01170, 2.75331, -1.18537], [-3.16879, 3.35082, -0.69520], [-3.88971, 2.70710, 0.29738], [-3.41933, 1.49652, 0.77187], [-2.26668, 0.94966, 0.21347], [-1.73792, -0.36355, 0.70865], [-1.58825, 1.56498, -0.76179], [1.05193, 4.08924, -1.68833], [1.62053, 5.35557, -1.61386], [2.86266, 5.48429, -1.01018], [3.46925, 4.35675, -0.48272], [2.82384, 3.12744, -0.58594], [3.42030, 1.87904, -0.00833], [1.64372, 3.01302, -1.19597], [1.38038, -0.62312, -6.37258], [0.25549, -1.26252, -5.16825], [1.69750, -0.42611, -4.63151], [-0.15401, 0.76169, -7.52950], [-1.37818, 2.92499, -7.59792], [-1.67456, 4.18557, -5.46129], [-3.49293, 4.31035, -1.07802], [-4.79063, 3.14905, 0.70367], [-3.93102, 0.97592, 1.57135], [-2.12287, -0.58414, 1.70493], [-0.64778, -0.34269, 0.73147], [-2.05551, -1.16915, 0.04178], [1.10424, 6.21869, -2.01486], [3.34900, 6.44999, -0.95560], [4.43472, 4.42500, 0.00077], [4.43735, 2.06284, 0.33376], [3.42866, 1.07912, -0.75079], [2.80765, 1.54391, 0.83200], [0.02477, 2.63512, 4.92558], [0.06690, 2.98112, 3.51634], [0.40756, 2.20904, 2.46990], [0.16283, 2.84010, 1.34480], [-0.33439, 4.02890, 1.76505], [-0.41534, 4.15410, 3.07371], [-1.29284, 1.96653, 5.25223], [-2.37844, 2.71731, 5.68403], [-3.60732, 2.11032, 5.90657], [-3.76955, 0.75471, 5.68571], [-2.68830, -0.00055, 5.23524], [-1.45313, 0.60717, 5.02511], [-2.86392, -1.41651, 4.95186], [-3.90531, -2.15306, 5.17051], [-3.61926, -3.40331, 4.69371], [-2.41792, -3.35999, 4.21249], [-1.87842, -2.12346, 4.34651], [-1.68383, -4.41701, 3.53504], [-2.23468, -5.69131, 3.43931], [-1.55873, -6.66413, 2.72472], [-0.35827, -6.36904, 2.09618], [0.20839, -5.10255, 2.19887], [1.52969, -4.82970, 1.50869], [1.83052, -3.42558, 1.35320], [1.06736, -2.44971, 0.84072], [1.69761, -1.29781, 0.91014], [2.88371, -1.63627, 1.48122], [3.00003, -2.91083, 1.77483], [-0.45558, -4.13579, 2.93874], [0.14489, 3.55476, 5.49266], [0.86131, 1.97063, 5.13837], [0.81884, 1.21321, 2.55625], [-0.64357, 4.81154, 1.09048], [-2.26261, 3.78332, 5.83693], [-4.44516, 2.70501, 6.24568], [-4.72021, 0.26494, 5.84693], [-0.61809, 0.00761, 4.68080], [-3.18138, -5.89592, 3.92006], [-1.97706, -7.65819, 2.63949], [0.14597, -7.13523, 1.51837], [1.53592, -5.31362, 0.52950], [2.35081, -5.24971, 2.08849], [0.08642, -2.61011, 0.42186], [3.66761, -0.92599, 1.68737], [-0.03726, -3.14551, 3.05719], [3.49200, 1.80770, -3.63709], [3.93344, 0.15787, -3.26543], [2.94501, -0.66468, -2.72392], [3.39184, -1.97921, -2.58037], [2.27189, -3.21034, -2.01747], [4.67220, -2.44400, -2.87595], [5.11248, -4.10219, -2.65524], [5.61447, -1.54611, -3.36234], [7.22082, -2.06734, -3.70764], [5.23278, -0.22714, -3.57802], [6.38174, 0.88732, -4.23797], [-1.01055, -3.63760, -3.95590], [-0.83234, -2.11075, -2.46117], [-2.81565, -1.38668, -2.86374], [-1.85799, -4.27804, -3.72430], [-0.09769, -4.22912, -3.95426], [-1.15137, -3.19092, -4.93826], [-2.92401, -1.18807, -3.92870], [-2.95120, -0.45010, -2.32310], [-3.57940, -2.09523, -2.54920]]
}